Formula: C7H23Li2N4O7
Source: the OMol25 dataset
Level of theory: ωB97M-V/def2-TZVPD

The calculation puts the HOMO-LUMO gap at 5.805 eV. As for the energy above the lowest of the compared OMol25 structures with the same formula, charge and spin: 436.6 kJ/mol. The calculation puts the LUMO energy at -5.4 eV. The total charge is +1. Its highest occupied orbital energy is -0.41024 Ha.

Each line ends with the Mulliken charge.
Atoms and positions in Å:
Li: -8.985 -34.348 -7.502  0.91
Li: -6.524 -33.072 -8.035  0.91
C: -8.500 -32.323 -10.102  -0.01
O: -8.265 -33.343 -9.153  -0.94
H: -9.489 -32.058 -10.475  -0.03
H: -7.997 -31.386 -9.865  -0.17
H: -7.992 -32.607 -11.024  0.26
C: -8.505 -29.312 -14.650  -1.02
C: -8.043 -28.729 -13.321  -0.34
O: -7.571 -29.546 -12.372  -0.45
O: -9.396 -30.446 -14.541  -0.49
H: -7.641 -29.610 -15.244  0.43
H: -9.084 -28.577 -15.210  0.41
H: -8.997 -28.433 -12.884  0.41
H: -7.415 -27.852 -13.479  0.43
H: -8.376 -30.022 -12.155  0.27
H: -10.059 -30.173 -13.903  0.41
C: -8.089 -27.407 -9.544  -0.10
C: -6.957 -28.306 -9.059  -0.43
O: -6.207 -29.003 -10.012  -0.48
O: -7.508 -26.120 -10.005  -0.52
H: -8.757 -27.303 -8.689  0.29
H: -8.574 -27.975 -10.338  0.05
H: -7.401 -29.173 -8.570  0.21
H: -6.249 -27.700 -8.493  0.34
H: -6.812 -29.004 -10.758  0.45
H: -7.772 -25.973 -10.916  0.31
C: -6.676 -33.354 -14.173  0.55
O: -6.841 -33.767 -15.270  -0.64
N: -6.266 -34.087 -13.174  -0.36
N: -6.759 -32.108 -13.809  -0.19
H: -6.009 -35.034 -13.413  0.24
H: -5.830 -33.728 -12.336  0.16
H: -6.400 -31.837 -12.905  0.11
H: -7.298 -31.383 -14.260  0.12
C: -12.274 -30.898 -12.340  0.57
O: -11.173 -30.401 -12.589  -0.70
N: -12.396 -32.107 -11.916  -0.35
N: -13.436 -30.387 -12.676  -0.46
H: -11.508 -32.585 -11.873  0.25
H: -13.305 -32.454 -11.645  0.17
H: -14.201 -30.711 -12.102  0.19
H: -13.512 -29.424 -12.970  0.24